(1)
A 2-piece molecular cluster, C16H15N2O5 overall at a distorted geometry. Source: the OMol25 dataset; level of theory: ωB97M-V/def2-TZVPD.

The HOMO-LUMO gap comes out at 0.2185 hartree. The spin multiplicity is 1. The charge is -1.

Each line ends with the Mulliken charge.
Element x y z (Å)
C: -0.72 -0.86 0.49  -0.031
C: -2.08 -0.83 0.76  0.951
C: -2.76 0.25 1.35  0.061
N: -3.45 1.08 1.82  -0.741
C: -2.93 -1.98 0.70  -0.631
N: -3.70 -2.87 0.70  -0.739
C: -0.16 -2.08 -0.11  0.568
C: -0.88 -2.85 -1.05  -0.429
C: -0.40 -4.09 -1.49  -0.734
C: 0.83 -4.57 -1.02  -0.284
C: 1.56 -3.80 -0.10  -0.754
C: 1.07 -2.57 0.34  -0.167
H: -0.05 -0.27 1.11  0.781
H: -1.82 -2.47 -1.45  0.497
H: -0.99 -4.68 -2.20  0.326
H: 1.22 -5.53 -1.38  0.340
H: 2.53 -4.17 0.27  0.351
H: 1.62 -1.99 1.07  0.393
C: 0.15 2.79 -2.01  -0.791
O: -0.40 1.58 -1.25  -0.498
C: 0.05 1.31 -0.04  0.676
C: -0.54 1.99 1.18  0.159
O: -0.32 1.57 2.32  -0.636
O: -1.31 3.05 0.91  -0.271
C: -2.03 3.71 1.99  -0.767
C: 1.55 1.32 0.12  0.547
O: 2.10 1.88 1.05  -0.672
O: 2.21 0.82 -0.95  -0.252
C: 3.64 0.88 -0.83  -0.803
H: -0.60 2.90 -2.79  0.311
H: 0.19 3.66 -1.35  0.264
H: 1.12 2.55 -2.45  0.226
H: -2.94 4.10 1.54  0.260
H: -2.29 3.01 2.79  0.361
H: -1.43 4.53 2.39  0.258
H: 4.02 0.60 -1.81  0.253
H: 4.00 1.88 -0.54  0.321
H: 3.96 0.16 -0.07  0.293



(2)
A single C16H15N3O3S2 molecule at a distorted geometry. Source: the OMol25 dataset; level of theory: ωB97M-V/def2-TZVPD.

The HOMO-LUMO gap comes out at 0.3135 hartree. The calculation puts the energy relative to the best compared isomer or geometry (same formula, charge and spin) at 45.5 kcal/mol. The spin multiplicity is 1. The SMILES is COc1ccc(C(=O)Nc2nnc(Cc3cccs3)s2)cc1OC.

Each line ends with the Mulliken charge.
Element x y z (Å)
C: -1.56 3.78 -4.45  -0.958
H: -1.60 3.52 -5.51  0.233
O: -0.79 2.77 -3.84  -0.408
C: -0.58 2.84 -2.51  0.964
C: -1.05 3.84 -1.67  -0.330
C: -0.77 3.81 -0.31  -1.307
C: -0.02 2.77 0.23  0.242
C: 0.48 1.77 -0.61  -0.390
C: 0.21 1.79 -1.96  0.713
O: 0.63 0.86 -2.85  -0.466
C: 1.24 -0.31 -2.35  -0.811
H: 0.61 -0.80 -1.61  0.319
H: 1.38 -0.96 -3.21  0.266
H: 2.22 -0.09 -1.91  0.348
H: 1.12 1.01 -0.20  0.534
C: 0.27 2.79 1.67  0.013
O: 0.50 3.80 2.30  -0.625
N: 0.32 1.57 2.35  -0.074
C: -0.24 0.37 2.04  0.387
N: -0.97 0.09 1.01  0.157
N: -1.36 -1.17 0.96  -0.853
C: -0.96 -1.90 1.94  0.347
C: -1.23 -3.36 2.08  -0.509
C: 0.06 -4.12 2.04  0.351
C: 0.61 -4.89 3.02  -0.543
C: 1.86 -5.44 2.64  -0.431
C: 2.24 -5.07 1.39  -0.462
S: 1.08 -4.05 0.64  -0.095
H: 3.13 -5.34 0.86  0.433
H: 2.44 -6.07 3.28  0.376
H: 0.15 -5.06 3.97  0.393
H: -1.88 -3.65 1.25  0.249
H: -1.74 -3.56 3.02  0.330
S: 0.02 -1.02 3.11  -0.203
H: 0.65 1.67 3.30  0.246
H: -1.14 4.58 0.34  0.427
H: -1.64 4.65 -2.06  0.386
H: -1.09 4.77 -4.34  0.376
H: -2.58 3.82 -4.04  0.374



(3)
A single C16H15N5S molecule at a distorted geometry. Source: the OMol25 dataset; level of theory: ωB97M-V/def2-TZVPD.

The HOMO-LUMO gap comes out at 0.3176 hartree. The calculation puts the energy relative to the best compared isomer or geometry (same formula, charge and spin) at 0.0 kcal/mol. The spin multiplicity is 1. The SMILES is Cc1cc(C)n2cc(CSc3nc4ccccc4[nH]3)nc2n1.

Each line ends with the Mulliken charge.
Element x y z (Å)
C: 4.79 3.00 -1.30  -1.152
C: 3.49 2.27 -1.29  0.887
N: 3.48 1.04 -1.74  -0.611
C: 2.34 0.38 -1.74  0.142
N: 2.11 -0.85 -2.13  -0.756
C: 0.79 -1.07 -1.94  0.013
C: 0.17 0.04 -1.41  -0.262
N: 1.13 0.98 -1.27  0.125
C: 1.13 2.25 -0.80  1.351
C: 2.32 2.91 -0.80  -1.011
H: 2.38 3.92 -0.44  0.391
C: -0.16 2.81 -0.31  -1.565
H: -0.89 2.84 -1.12  0.346
H: -0.57 2.18 0.48  0.364
H: -0.02 3.82 0.07  0.363
H: -0.86 0.18 -1.14  0.573
C: 0.17 -2.38 -2.25  -0.789
H: 0.71 -2.89 -3.04  0.450
H: -0.89 -2.28 -2.49  0.384
S: 0.27 -3.52 -0.82  -0.235
C: -0.91 -2.78 0.23  0.088
N: -1.73 -1.82 -0.10  -0.401
C: -2.45 -1.57 1.04  0.584
C: -3.46 -0.64 1.28  -0.573
C: -4.02 -0.61 2.54  -0.568
C: -3.59 -1.46 3.56  -0.423
C: -2.59 -2.39 3.35  -0.951
C: -2.03 -2.43 2.08  0.538
N: -1.03 -3.20 1.52  -0.040
H: -0.50 -3.93 1.96  0.180
H: -2.26 -3.06 4.13  0.378
H: -4.05 -1.39 4.53  0.375
H: -4.80 0.10 2.75  0.375
H: -3.80 0.01 0.49  0.463
H: 4.72 3.89 -1.91  0.301
H: 5.06 3.30 -0.29  0.306
H: 5.57 2.35 -1.70  0.362



(4)
C16H16Al2B2Br8O16 as an isolated structure at a distorted geometry. Source: the OMol25 dataset; level of theory: ωB97M-V/def2-TZVPD.

The HOMO-LUMO gap comes out at 0.0309 hartree. The calculation puts the energy relative to the best compared isomer or geometry (same formula, charge and spin) at 63.8 kcal/mol. The spin multiplicity is 1. The charge is +4.

Each line ends with the Mulliken charge.
Element x y z (Å)
Al: -8.31 -5.22 -9.92  1.000
Al: -17.43 -18.56 -14.43  1.000
O: -15.28 -10.22 -5.04  -0.459
C: -14.55 -11.09 -5.56  0.604
O: -14.78 -12.42 -5.60  -0.387
B: -13.69 -13.15 -6.38  0.853
O: -12.77 -12.02 -6.73  -0.357
C: -13.17 -10.88 -6.20  0.682
O: -12.54 -9.81 -6.36  -0.508
O: -14.15 -13.86 -7.59  -0.450
C: -14.09 -15.12 -7.47  0.753
O: -14.47 -15.89 -8.35  -0.559
C: -13.38 -15.40 -6.19  0.527
O: -13.24 -14.22 -5.47  -0.354
O: -13.08 -16.55 -5.83  -0.469
O: -9.62 -12.24 -12.63  -0.481
C: -9.30 -13.44 -12.75  0.651
O: -9.36 -14.10 -13.88  -0.437
B: -8.85 -15.45 -13.74  0.865
O: -8.23 -15.49 -12.38  -0.337
C: -8.50 -14.36 -11.78  0.660
O: -8.23 -14.07 -10.56  -0.461
O: -10.00 -16.33 -13.79  -0.397
C: -9.91 -17.03 -14.90  0.645
O: -10.84 -17.73 -15.34  -0.487
C: -8.59 -16.71 -15.57  0.656
O: -8.02 -15.78 -14.91  -0.340
O: -8.20 -17.12 -16.67  -0.408
Br: -22.13 -4.62 -1.27  0.060
C: -22.37 -6.42 -2.12  -0.593
C: -23.06 -7.44 -1.15  -0.546
Br: -23.49 -9.15 -2.10  0.050
H: -21.38 -6.82 -2.33  0.393
H: -22.92 -6.24 -3.04  0.421
H: -24.00 -6.96 -0.88  0.392
H: -22.49 -7.73 -0.27  0.406
Br: -12.39 -1.78 -4.12  -0.034
C: -12.56 -2.40 -2.29  -0.526
C: -12.67 -1.20 -1.35  -0.585
Br: -13.69 -1.72 0.34  0.037
H: -11.81 -3.15 -2.05  0.396
H: -13.46 -3.03 -2.32  0.358
H: -13.23 -0.36 -1.77  0.407
H: -11.71 -0.81 -1.02  0.392
Br: -11.73 -23.34 -10.73  -0.028
C: -10.81 -23.38 -8.94  -0.617
C: -9.96 -24.61 -8.82  -0.504
Br: -8.61 -24.41 -7.32  0.007
H: -11.61 -23.45 -8.20  0.365
H: -10.38 -22.38 -8.87  0.421
H: -9.40 -24.71 -9.75  0.383
H: -10.60 -25.47 -8.61  0.387
Br: -15.36 -24.74 -2.16  0.038
C: -15.75 -24.01 -0.44  -0.540
C: -14.81 -22.82 -0.22  -0.629
Br: -14.88 -22.34 1.70  0.058
H: -15.46 -24.82 0.22  0.371
H: -16.82 -23.88 -0.29  0.416
H: -15.13 -21.95 -0.78  0.396
H: -13.82 -23.05 -0.60  0.442



(5)
C16H16AsCl5MoNO8S2 as an isolated structure at a distorted geometry. Source: the OMol25 dataset; level of theory: ωB97M-V/def2-TZVPD.

The HOMO-LUMO gap (spin up / spin down) comes out at 0.2647 / 0.2673 hartree. The spin multiplicity is 1. The charge is +1.

Each line ends with the Mulliken charge.
Element x y z (Å)
Mo: 0.48 0.78 1.07  1.722
Cl: 4.79 -5.47 -0.13  -0.148
C: 3.83 -4.09 0.19  0.270
C: 2.48 -4.08 -0.16  0.145
Cl: 1.78 -5.44 -0.93  -0.159
C: 1.70 -2.97 0.12  0.566
Cl: 0.03 -2.94 -0.27  -0.124
C: 2.27 -1.86 0.73  -0.888
O: 1.51 -0.78 1.00  -0.645
C: 3.62 -1.85 1.06  0.382
Cl: 4.31 -0.44 1.76  -0.201
C: 4.40 -2.98 0.80  0.209
Cl: 6.06 -2.98 1.24  -0.157
O: -2.68 3.65 2.12  -0.564
As: -1.79 2.19 2.32  1.151
O: -1.04 2.17 3.76  -0.744
O: -0.38 2.40 1.19  -0.627
C: -3.01 0.70 2.14  0.145
C: -3.63 0.32 3.32  -0.700
C: -4.60 -0.68 3.27  -0.635
C: -4.94 -1.28 2.07  -0.578
C: -4.30 -0.92 0.89  -0.603
C: -3.34 0.07 0.93  0.068
S: -2.44 0.63 -0.46  1.588
O: -2.45 2.07 -0.32  -0.667
O: -2.89 0.09 -1.70  -0.659
O: -1.06 0.07 -0.12  -0.094
H: -2.94 3.77 1.19  0.395
H: -3.35 0.80 4.25  0.540
H: -5.09 -0.98 4.19  0.428
H: -5.71 -2.04 2.05  0.420
H: -4.54 -1.39 -0.05  0.522
N: 1.83 1.69 2.61  -0.622
H: 1.18 2.20 3.23  0.353
H: 2.50 2.37 2.25  0.291
H: 2.34 1.04 3.20  0.297
O: 1.30 1.12 -0.83  -0.670
S: 0.33 1.42 -2.02  0.765
C: 0.45 -0.03 -3.09  -0.537
C: 0.74 0.52 -4.48  -0.708
C: 1.80 1.61 -4.28  -0.597
C: 1.31 2.48 -3.12  -0.659
H: -0.48 -0.59 -3.01  0.416
H: 1.28 -0.61 -2.69  0.234
H: -0.17 0.95 -4.91  0.327
H: 1.09 -0.26 -5.15  0.363
H: 1.94 2.21 -5.18  0.355
H: 2.76 1.16 -4.03  0.306
H: 0.64 3.27 -3.46  0.401
H: 2.10 2.91 -2.51  0.330



- What is the formula in the third record?
  C16H15N5S



- Which formula does entry 2 have?
  C16H15N3O3S2